The following is a DFT calculation (ωB97M-V with the def2-TZVPD basis set) of C29H64BBeBr2Cl2F6N6O18PS2 as an isolated structure at a distorted geometry.

For the LUMO energy, the calculation gives -5.792 eV. The HOMO energy is -0.2860 hartree. As for the orbital gap: 0.0731 Eh.

Cartesian coordinates (Å):
C1 2.47 -1.25 5.50
C2 2.80 -0.88 4.22
C3 1.81 -0.14 3.35
O1 2.55 0.94 2.74
C4 1.92 1.68 1.71
N1 0.93 2.63 2.05
C5 0.83 2.99 3.36
C6 -0.62 2.82 4.04
C7 1.96 3.54 4.30
P1 3.30 2.75 0.95
O2 4.01 3.56 1.93
O3 4.41 1.88 0.12
O4 2.63 3.78 -0.12
C8 1.30 0.77 0.59
O5 1.77 1.06 -0.69
C9 0.77 0.86 -1.71
C10 1.44 1.10 -3.09
N2 1.29 -0.69 0.91
C11 2.36 -1.58 0.45
C12 3.67 -1.46 1.12
C13 4.72 -2.31 0.48
O6 4.48 -2.76 -0.80
C14 5.49 -2.35 -1.73
C15 0.96 -1.00 2.36
C16 -0.50 -0.47 2.68
C17 -1.66 -1.14 1.95
C18 -2.14 -0.45 0.64
C19 -3.06 0.77 0.87
O7 -3.91 0.92 -0.27
C20 -3.14 1.41 -1.28
O8 -3.06 0.80 -2.30
C21 0.86 -2.52 2.62
O9 2.15 -3.15 2.65
C22 2.35 -4.29 3.44
H1 2.39 -2.30 5.82
H2 2.34 -0.48 6.26
H3 3.82 -1.11 3.90
H4 1.15 0.34 4.10
H5 -1.35 2.43 3.33
H6 -0.50 2.06 4.85
H7 -0.93 3.73 4.53
H8 2.87 2.91 4.31
H9 1.60 3.74 5.31
H10 2.29 4.50 3.91
H11 4.18 1.76 -0.81
H12 1.72 3.52 -0.31
H13 0.24 1.07 0.53
H14 0.36 -0.16 -1.65
H15 0.01 1.64 -1.56
H16 1.18 0.27 -3.76
H17 2.52 1.22 -2.98
H18 1.05 2.03 -3.52
H19 0.48 -1.04 0.40
H20 2.53 -1.50 -0.64
H21 2.04 -2.62 0.55
H22 3.59 -1.90 2.12
H23 4.06 -0.45 1.29
H24 4.80 -3.21 1.23
H25 5.69 -1.80 0.48
H26 6.36 -3.01 -1.63
H27 5.77 -1.29 -1.62
H28 5.12 -2.47 -2.76
H29 -0.61 -0.65 3.75
H30 -0.57 0.62 2.56
H31 -1.60 -2.20 1.72
H32 -2.54 -1.05 2.61
H33 -1.31 -0.21 -0.04
H34 -2.76 -1.19 0.12
H35 -3.69 0.56 1.74
H36 -2.49 1.68 1.10
H37 -2.62 2.38 -1.13
H38 0.33 -2.96 1.75
H39 0.20 -2.73 3.47
H40 1.70 -4.38 4.32
H41 3.47 -4.26 3.83
H42 2.23 -5.23 2.86
C23 -6.47 1.26 -2.85
C24 -7.44 2.25 -3.48
C25 -7.26 2.29 -4.99
O10 -7.23 3.55 -2.93
H43 -5.43 1.54 -3.04
H44 -6.60 1.24 -1.77
H45 -6.64 0.26 -3.25
H46 -8.47 1.97 -3.24
H47 -6.25 2.62 -5.25
H48 -7.95 3.00 -5.44
H49 -7.43 1.31 -5.43
H50 -6.33 3.81 -3.14
C26 -5.60 0.93 -8.06
N3 -5.53 2.32 -8.59
O11 -5.36 3.23 -7.78
O12 -5.63 2.46 -9.78
H51 -5.50 0.97 -6.98
H52 -6.57 0.52 -8.34
H53 -4.80 0.36 -8.51
Br1 0.17 5.17 3.05
N4 -4.11 -3.45 -0.77
H54 -4.82 -4.14 -1.02
H55 -4.15 -3.27 0.24
H56 -3.19 -3.81 -1.02
H57 -4.29 -2.58 -1.28
N5 -3.60 -6.37 2.17
S1 -2.79 -7.75 2.25
O13 -2.50 -8.22 3.56
O14 -1.80 -7.95 1.25
F1 -3.95 -8.72 1.78
S2 -2.75 -5.16 2.64
O15 -3.53 -3.98 2.88
O16 -1.49 -4.92 1.99
F2 -2.31 -5.54 4.11
Cl1 4.68 9.78 1.37
C27 5.36 8.14 1.18
C28 4.32 7.06 1.37
Cl2 3.76 6.95 3.06
H58 6.18 8.03 1.89
H59 5.77 8.08 0.18
H60 4.75 6.09 1.12
H61 3.45 7.23 0.74
C29 9.17 -1.54 2.27
N6 8.55 -2.73 1.62
O17 9.10 -3.19 0.65
O18 7.52 -3.16 2.13
H62 10.07 -1.28 1.72
H63 8.45 -0.74 2.24
H64 9.41 -1.82 3.30
Be1 4.42 -4.49 2.26
Br2 5.33 -3.64 3.83
B1 -8.43 0.02 -10.75
F3 -7.40 -0.52 -9.93
F4 -7.89 1.03 -11.56
F5 -8.96 -1.00 -11.56
F6 -9.44 0.56 -9.93